{"formula": "C16H17F4N4OPt", "method": "ωB97M-V/def2-TZVPD", "symbols": ["Pt", "C", "N", "C", "C", "C", "N", "C", "C", "F", "C", "F", "C", "C", "F", "C", "F", "H", "H", "H", "H", "H", "H", "H", "H", "H", "H", "H", "N", "C", "O", "C", "C", "C", "N", "C", "C", "H", "H", "H", "H", "H", "H"], "positions_angstrom": [[-0.096, 0.236, -0.214], [-3.115, 0.185, -0.754], [-2.232, 1.003, 0.063], [-2.473, 0.838, 1.491], [-2.192, 2.393, -0.392], [-0.954, 3.165, 0.072], [0.258, 2.393, -0.005], [1.451, 2.978, 0.181], [2.630, 2.177, 0.118], [2.452, 0.863, -0.100], [3.923, 2.682, 0.284], [4.933, 1.856, 0.205], [4.132, 4.036, 0.539], [3.014, 4.863, 0.626], [3.160, 6.133, 0.881], [1.706, 4.365, 0.456], [0.704, 5.214, 0.571], [-4.163, 0.490, -0.630], [-3.057, -0.864, -0.457], [-2.870, 0.280, -1.814], [-3.466, 1.212, 1.772], [-1.735, 1.382, 2.085], [-2.450, -0.219, 1.765], [-3.081, 2.935, -0.037], [-2.225, 2.393, -1.486], [-1.082, 3.530, 1.104], [-0.896, 4.064, -0.555], [5.133, 4.433, 0.674], [-0.097, -6.818, -1.158], [0.117, -6.084, -0.087], [0.218, -6.485, 1.050], [0.213, -4.545, -0.265], [0.518, -3.806, 0.876], [0.541, -2.423, 0.796], [0.273, -1.775, -0.342], [0.025, -2.476, -1.450], [-0.017, -3.868, -1.455], [-0.176, -7.824, -1.029], [-0.147, -6.475, -2.104], [0.722, -4.310, 1.811], [0.784, -1.834, 1.679], [-0.149, -1.930, -2.374], [-0.231, -4.367, -2.388]], "charge": 3, "gap_ev": [3.070, 3.105]}

***

{"formula": "C16H17N3O2S", "method": "ωB97M-V/def2-TZVPD", "symbols": ["O", "C", "C", "O", "C", "C", "N", "C", "N", "C", "N", "C", "S", "C", "C", "C", "C", "C", "C", "C", "C", "C", "H", "H", "H", "H", "H", "H", "H", "H", "H", "H", "H", "H", "H", "H", "H", "H", "H"], "positions_angstrom": [[-2.064, -1.353, -2.435], [-3.449, -1.525, -2.302], [-3.844, -1.780, -0.847], [-3.442, -0.651, -0.104], [-3.692, -0.753, 1.275], [-3.128, 0.499, 1.951], [-1.716, 0.632, 1.704], [-1.230, 1.486, 0.776], [-2.023, 2.456, 0.325], [-1.526, 3.324, -0.541], [-0.306, 3.359, -1.030], [0.495, 2.397, -0.589], [2.146, 2.213, -1.075], [2.319, 0.790, -0.057], [3.586, 0.085, -0.004], [4.758, 0.702, -0.443], [5.969, 0.039, -0.386], [6.033, -1.253, 0.108], [4.875, -1.879, 0.540], [3.663, -1.221, 0.485], [1.165, 0.498, 0.609], [0.112, 1.401, 0.326], [-1.810, -0.633, -1.844], [-3.718, -2.386, -2.918], [-3.987, -0.638, -2.663], [-4.930, -1.933, -0.766], [-3.334, -2.680, -0.471], [-3.207, -1.658, 1.679], [-4.773, -0.830, 1.469], [-3.600, 1.389, 1.532], [-3.314, 0.445, 3.028], [-1.141, -0.165, 1.930], [-2.204, 4.095, -0.882], [4.711, 1.711, -0.826], [6.866, 0.533, -0.729], [6.979, -1.772, 0.152], [4.917, -2.891, 0.918], [2.767, -1.728, 0.808], [1.077, -0.324, 1.297]], "charge": 0, "de_lowest_kcal_mol": 33.1, "gap_ev": 8.082, "smiles": "OCCOCCNc1ncnc2sc(-c3ccccc3)cc12"}

***

{"formula": "C16H17N3O3S", "method": "ωB97M-V/def2-TZVPD", "symbols": ["C", "O", "C", "C", "C", "C", "C", "N", "C", "S", "C", "C", "O", "N", "C", "C", "C", "C", "C", "O", "C", "C", "N", "H", "H", "H", "H", "H", "H", "H", "H", "H", "H", "H", "H", "H", "H", "H", "H", "H"], "positions_angstrom": [[1.994, 1.773, -0.437], [0.865, 2.411, -0.186], [0.745, 2.502, 1.309], [0.695, 1.204, 1.819], [1.484, 0.507, 2.750], [1.236, -0.770, 3.198], [2.417, -1.664, 3.817], [0.342, -1.654, 2.560], [-0.575, -1.063, 1.863], [-1.791, -1.916, 1.140], [-0.829, -3.150, 0.231], [0.090, -2.159, -0.754], [1.016, -1.649, -0.315], [-0.721, -1.642, -1.795], [-0.278, -0.937, -2.911], [-1.311, 0.259, -2.859], [-1.091, 1.544, -2.524], [-2.510, 2.078, -2.794], [-3.154, 1.077, -3.595], [-2.493, 0.012, -3.476], [-0.612, 0.399, 1.479], [-1.715, 0.731, 0.796], [-2.428, 1.235, 0.187], [1.898, 0.706, -0.424], [2.193, 1.906, -1.477], [2.907, 1.948, 0.243], [-0.026, 3.037, 1.411], [1.370, 2.977, 2.014], [2.246, 0.778, 2.942], [1.804, -2.586, 4.214], [3.220, -1.800, 3.250], [2.675, -0.975, 4.712], [-0.126, -3.482, 0.949], [-1.351, -3.944, -0.332], [-1.701, -2.074, -1.834], [-0.153, -1.505, -3.803], [0.670, -0.430, -2.292], [-0.359, 2.230, -1.942], [-2.763, 3.160, -2.886], [-3.881, 0.928, -4.246]], "charge": 0, "de_lowest_kcal_mol": 313.1, "gap_ev": 7.194, "smiles": "COCc1cc(C)nc(SCC(=O)NCc2ccco2)c1C#N"}

***

{"formula": "C16H17N4O8S", "method": "ωB97M-V/def2-TZVPD", "symbols": ["C", "C", "O", "C", "C", "O", "C", "S", "C", "C", "C", "C", "C", "C", "O", "O", "O", "H", "H", "H", "H", "H", "H", "H", "H", "H", "H", "H", "H", "H", "C", "O", "C", "N", "C", "N", "O", "N", "O", "C", "C", "N", "H", "H", "H", "H"], "positions_angstrom": [[-3.127, 3.837, 1.763], [-1.677, 3.500, 1.477], [-1.566, 2.240, 0.866], [-0.275, 1.985, 0.394], [0.190, 0.661, 0.550], [1.339, 0.100, 0.063], [2.099, 0.858, -0.857], [-0.864, -0.391, 1.567], [0.276, -1.756, 1.722], [0.113, -2.842, 0.901], [1.016, -3.884, 0.962], [2.066, -3.820, 1.857], [2.212, -2.730, 2.688], [1.308, -1.697, 2.620], [-0.920, 0.233, 2.939], [-2.053, -0.908, 0.795], [0.447, 2.860, -0.089], [-3.230, 4.676, 2.447], [-3.657, 4.091, 0.846], [-3.641, 2.984, 2.205], [-1.183, 4.234, 0.823], [-1.100, 3.423, 2.409], [3.150, 0.594, -0.745], [1.781, 0.600, -1.869], [1.971, 1.922, -0.676], [-0.713, -2.854, 0.210], [0.896, -4.737, 0.313], [2.788, -4.618, 1.884], [3.031, -2.686, 3.385], [1.403, -0.828, 3.248], [4.112, -1.564, 6.357], [3.423, -0.484, 6.922], [3.310, 0.601, 6.061], [2.725, 1.666, 6.580], [2.661, 2.727, 5.754], [2.220, 3.975, 6.021], [2.413, 4.761, 4.975], [3.013, 3.976, 4.051], [3.403, 4.376, 2.917], [3.173, 2.671, 4.477], [3.747, 1.497, 4.024], [3.818, 0.456, 4.804], [4.158, -2.362, 7.103], [3.565, -1.915, 5.478], [5.126, -1.249, 6.093], [4.181, 1.455, 3.039]], "charge": -1, "de_lowest_kcal_mol": 22.5, "gap_ev": 3.366}